{
  "formula": "C27H26IrN5O3S2",
  "method": "ωB97M-V/def2-TZVPD",
  "homo_ha": -0.47486,
  "e_above_lowest_kj_mol": 0.0,
  "total_charge": 2,
  "homo_lumo_gap_ev": 5.1,
  "species": ["Ir", "O", "C", "O", "C", "C", "C", "N", "C", "C", "C", "C", "C", "C", "C", "N", "C", "C", "C", "C", "C", "N", "H", "H", "H", "H", "H", "H", "H", "H", "H", "H", "N", "C", "S", "N", "C", "C", "C", "C", "C", "C", "H", "H", "H", "H", "H", "H", "H", "H", "O", "S", "C", "C", "C", "C", "H", "H", "H", "H", "H", "H", "H", "H"],
  "xyz": [[-1.00819, 1.02982, -0.09672], [-0.55132, -5.41615, 1.11750], [-0.88351, -5.11622, -0.04355], [-0.84686, -5.68832, -1.12803], [-1.29227, -3.61177, -0.12241], [-1.10474, -2.92603, -1.32007], [-1.06586, -1.54794, -1.29386], [-1.27043, -0.90693, -0.12685], [-1.58073, -1.53940, 1.01717], [-1.59426, -2.91514, 1.04712], [-1.75695, -0.61810, 2.15964], [-2.14234, -1.04846, 3.41492], [-2.25454, -0.12754, 4.44681], [-1.96914, 1.20395, 4.19484], [-1.59655, 1.57494, 2.91671], [-1.49696, 0.69743, 1.91176], [-0.75752, -0.63446, -2.41902], [-0.56186, -1.06039, -3.71791], [-0.28423, -0.12198, -4.70294], [-0.20356, 1.21805, -4.36311], [-0.40685, 1.58740, -3.04643], [-0.68456, 0.68737, -2.09973], [-0.91562, -3.52049, -2.20607], [-1.72245, -3.49396, 1.95314], [-2.35795, -2.09434, 3.58106], [-2.55933, -0.45043, 5.43311], [-2.03764, 1.95404, 4.96933], [-1.37185, 2.60419, 2.67849], [-0.63105, -2.11188, -3.95811], [-0.13226, -0.44040, -5.72540], [0.01517, 1.97466, -5.10251], [-0.35219, 2.61528, -2.71625], [1.47712, -1.06507, 1.95326], [1.70990, -0.61891, 0.73070], [1.23502, 1.03405, 0.28235], [2.35958, -1.33462, -0.15753], [2.92957, -2.64545, 0.05241], [4.26007, -2.84972, -0.28174], [4.79336, -4.11957, -0.12450], [4.00496, -5.16055, 0.35156], [2.67256, -4.94406, 0.67469], [2.12938, -3.67702, 0.52298], [1.15602, -0.41934, 2.65495], [1.80592, -1.98197, 2.23634], [2.51029, -0.89050, -1.05305], [4.86880, -2.03447, -0.65267], [5.82923, -4.29657, -0.37912], [4.43003, -6.14899, 0.45914], [2.02743, -5.74469, 1.01317], [1.07985, -3.53425, 0.73815], [-0.87377, 3.11249, -0.42053], [-1.37638, 4.25899, 0.51169], [-2.35922, 5.31534, -0.59699], [-1.51377, 6.54599, -0.94681], [-0.04896, 6.15585, -0.77678], [0.01006, 5.40831, 0.54840], [-3.30096, 5.54135, -0.10044], [-2.55923, 4.66960, -1.45309], [-1.76107, 7.36601, -0.27193], [-1.73909, 6.87831, -1.95852], [0.60854, 7.02332, -0.75900], [0.28076, 5.50412, -1.58794], [-0.17758, 6.06974, 1.39853], [0.90994, 4.82548, 0.73965]],
  "forces_ev_per_angstrom": [[-0.11, 0.01, -0.06], [0.00, 0.00, -0.02], [0.01, 0.02, 0.04], [0.00, -0.01, -0.02], [0.02, -0.01, 0.01], [0.02, 0.05, -0.02], [0.00, -0.03, 0.05], [0.08, 0.05, -0.05], [0.01, -0.04, 0.00], [0.01, -0.01, -0.01], [-0.01, 0.02, 0.02], [0.00, 0.02, 0.01], [0.00, -0.01, -0.01], [0.00, 0.01, 0.00], [0.01, 0.02, 0.00], [-0.02, -0.03, -0.02], [-0.01, 0.02, 0.00], [0.00, -0.01, 0.04], [0.00, 0.02, -0.01], [0.01, 0.01, -0.02], [-0.01, -0.03, 0.01], [0.04, -0.02, -0.01], [-0.01, -0.01, 0.00], [0.00, 0.00, 0.00], [0.00, 0.00, 0.00], [0.00, 0.00, 0.00], [0.00, 0.00, 0.00], [-0.01, -0.01, 0.00], [0.00, 0.00, 0.01], [0.00, 0.00, 0.00], [0.00, 0.00, 0.00], [0.00, 0.00, 0.00], [0.01, 0.00, -0.01], [0.01, -0.08, 0.02], [0.00, 0.01, -0.01], [-0.05, 0.05, 0.01], [-0.04, -0.05, 0.00], [0.01, 0.01, 0.02], [0.00, 0.01, -0.01], [-0.01, -0.01, 0.01], [0.02, 0.00, -0.02], [0.02, 0.00, -0.01], [-0.01, 0.00, -0.01], [0.01, -0.01, 0.00], [0.00, 0.00, -0.01], [0.00, 0.00, 0.00], [0.00, 0.00, 0.00], [0.00, 0.00, 0.00], [-0.01, 0.00, 0.00], [-0.03, 0.01, 0.03], [-0.11, 0.13, 0.11], [0.14, -0.10, -0.08], [0.00, -0.05, 0.00], [-0.02, 0.02, 0.01], [0.02, -0.01, -0.02], [-0.03, 0.00, 0.01], [0.00, 0.01, -0.01], [0.00, 0.01, 0.00], [0.00, 0.00, 0.00], [0.00, 0.00, 0.00], [0.00, 0.00, 0.00], [0.01, 0.00, 0.00], [0.01, 0.00, 0.00], [0.00, 0.00, 0.00]]
}

***

{
  "formula": "C27H27As3N3O8RuS7",
  "method": "ωB97M-V/def2-TZVPD",
  "multiplicity": 6,
  "homo_ha": [-0.07811, -0.09508],
  "e_above_lowest_kj_mol": 24.5,
  "total_charge": -2,
  "homo_lumo_gap_ev": [5.5, 5.1],
  "species": ["Ru", "S", "As", "S", "S", "S", "S", "C", "S", "S", "C", "O", "C", "O", "C", "C", "As", "C", "C", "C", "As", "C", "C", "O", "O", "C", "C", "O", "O", "C", "C", "O", "O", "C", "H", "H", "H", "H", "H", "H", "H", "H", "H", "H", "H", "H", "H", "H", "H", "H", "H", "H", "N", "C", "C", "C", "C", "C", "C", "N", "C", "C", "C", "C", "N", "C", "C", "H", "H", "H", "H", "H", "H", "H", "H", "H"],
  "xyz": [[2.48283, 2.30664, 0.03006], [5.60966, 4.87594, 2.19641], [4.82694, 2.95817, 2.22464], [2.55183, 3.01676, 2.21470], [4.73659, 2.14855, 0.11531], [5.49266, 1.46496, 3.52451], [2.45122, 4.85847, -3.90232], [2.54976, 4.08287, -2.44752], [2.60679, 2.32699, -2.32284], [2.56610, 4.79239, -0.89441], [1.98771, -0.14273, 4.41800], [1.97013, -0.39667, 3.02154], [0.73808, -0.53748, 2.47057], [-0.27181, -0.55952, 3.16760], [0.75663, -0.63315, 1.04001], [-0.35538, -1.20928, 0.37785], [-0.50141, -3.15327, 0.51943], [0.54493, -3.45778, 2.16058], [1.07589, -3.24554, -0.79463], [2.05067, -2.33345, -0.91549], [2.35732, -0.52342, -0.05431], [3.86644, -1.14318, 1.02031], [3.17744, -2.57962, -1.86998], [3.70961, -1.74500, -2.55657], [3.59332, -3.87318, -1.82770], [4.57301, -4.20843, -2.80560], [1.01378, -4.37768, -1.78646], [0.82236, -4.19802, -2.96027], [1.09925, -5.65132, -1.32576], [1.52690, -5.85905, 0.01267], [-0.76593, -0.91086, -0.96901], [-1.57537, -1.55450, -1.61857], [-0.15696, 0.18086, -1.51581], [-0.40667, 0.34375, -2.90414], [3.03593, 0.00734, 4.66525], [1.55095, -0.97982, 4.96742], [1.42156, 0.76195, 4.64935], [-0.01450, -3.03349, 2.99345], [1.52939, -2.99888, 2.11873], [0.64458, -4.53241, 2.30968], [3.61826, -2.07636, 1.52395], [4.13476, -0.37885, 1.74892], [4.69448, -1.28766, 0.32282], [4.75948, -5.27245, -2.68070], [5.48637, -3.63418, -2.64547], [4.19268, -4.00114, -3.80619], [2.03127, -6.82521, 0.02470], [0.66151, -5.89078, 0.68174], [2.22212, -5.08202, 0.33192], [0.21164, 1.18209, -3.21326], [-1.46539, 0.54585, -3.08774], [-0.13040, -0.56258, -3.44716], [-4.68409, 2.83247, -1.10223], [-6.02235, 2.71888, -0.79535], [-7.17468, 2.79087, -1.57009], [-8.37652, 2.62670, -0.91026], [-8.43052, 2.39784, 0.47471], [-7.28052, 2.32483, 1.23324], [-6.05758, 2.48591, 0.58531], [-4.77230, 2.44863, 1.10110], [-3.99579, 2.65242, 0.07211], [-2.52103, 2.68300, 0.10599], [-1.84357, 2.18402, 1.20513], [-0.45868, 2.18249, 1.18154], [0.24531, 2.62960, 0.14013], [-0.40695, 3.14956, -0.90396], [-1.78372, 3.19781, -0.95868], [-4.27700, 2.92221, -2.01527], [-7.13852, 2.96290, -2.63672], [-9.29966, 2.67208, -1.47391], [-9.39388, 2.27247, 0.94917], [-7.31192, 2.14206, 2.29751], [-2.36743, 1.76564, 2.05081], [0.10112, 1.79355, 2.01926], [0.20136, 3.52112, -1.71655], [-2.24007, 3.63835, -1.83318]],
  "forces_ev_per_angstrom": [[0.44, 0.84, -0.33], [0.05, 0.06, 0.07], [-0.11, -0.15, -0.03], [0.03, -0.15, 0.03], [-0.05, -0.03, 0.04], [0.01, 0.04, 0.05], [-0.02, 0.02, -0.02], [0.01, -0.11, 0.18], [-0.03, -0.13, 0.04], [-0.07, 0.05, -0.07], [0.05, 0.10, 0.02], [-0.04, 0.09, 0.03], [-0.01, -0.34, -0.13], [0.02, 0.14, 0.08], [0.01, -0.01, -0.06], [0.01, -0.25, 0.07], [0.04, 0.17, -0.16], [-0.04, -0.10, 0.02], [0.07, -0.05, 0.14], [0.30, 0.05, -0.20], [-0.64, -0.36, 0.07], [-0.02, -0.01, 0.06], [-0.18, -0.03, 0.09], [-0.04, -0.17, 0.07], [0.02, 0.17, -0.05], [0.04, 0.01, 0.00], [-0.07, 0.23, -0.01], [0.00, -0.13, 0.10], [0.01, 0.14, -0.13], [-0.06, -0.10, 0.09], [0.14, 0.25, 0.13], [-0.13, -0.16, -0.13], [-0.05, -0.01, 0.13], [-0.05, 0.05, -0.14], [-0.02, -0.01, 0.05], [0.05, 0.02, 0.01], [0.02, -0.04, 0.01], [0.00, 0.01, -0.02], [0.05, 0.02, 0.01], [0.01, 0.03, 0.06], [0.05, 0.02, 0.02], [0.02, -0.06, -0.07], [0.00, -0.01, 0.03], [0.02, 0.01, -0.02], [-0.02, -0.02, -0.02], [0.02, -0.02, 0.02], [-0.01, 0.03, 0.03], [0.14, -0.01, -0.08], [-0.03, -0.03, 0.04], [-0.01, 0.01, -0.07], [0.04, 0.01, 0.00], [0.00, 0.08, 0.00], [-0.17, -0.02, 0.19], [0.01, 0.01, -0.18], [0.02, 0.00, 0.05], [-0.09, -0.01, 0.05], [0.01, 0.02, -0.11], [0.02, 0.00, -0.01], [0.10, -0.02, 0.13], [-0.07, 0.07, -0.19], [0.37, -0.03, 0.03], [-0.27, 0.03, -0.04], [0.12, -0.02, -0.04], [-0.05, -0.04, -0.04], [0.12, -0.06, -0.01], [-0.01, -0.10, 0.07], [0.13, -0.05, 0.10], [0.01, -0.04, 0.00], [0.02, 0.01, -0.05], [-0.01, 0.00, 0.00], [-0.05, -0.01, 0.02], [0.01, -0.01, 0.06], [-0.04, 0.00, 0.00], [-0.03, 0.06, -0.03], [-0.04, 0.00, 0.01], [-0.08, 0.02, -0.02]]
}